Record 1
Formula: C35H50Br2F3N3P2SeSi2Tl
Source: the OMol25 dataset
Level of theory: ωB97M-V/def2-TZVPD

Calculated values
energy above the lowest of the compared OMol25 structures with the same formula, charge and spin = 0.082 eV
charge = -1

Geometry as XYZ:
```
99
Properties=species:S:1:pos:R:3:forces:R:3
Tl -0.177 -0.315 -0.247 0.00 -0.01 -0.11
Br -2.710 3.102 5.611 0.00 -0.01 0.00
C -2.308 1.591 4.539 -0.01 0.01 -0.01
C -1.283 0.741 4.902 -0.01 0.03 0.02
C -1.044 -0.345 4.073 -0.04 0.01 0.00
N -1.738 -0.601 2.972 -0.01 -0.07 0.00
C -2.716 0.236 2.628 0.04 0.01 -0.04
C -3.041 1.354 3.395 0.00 -0.01 0.00
C -3.424 -0.044 1.343 0.03 -0.03 -0.07
C -4.071 0.974 0.655 -0.04 -0.01 -0.09
C -4.616 0.675 -0.584 0.04 -0.05 0.06
Br -5.495 2.042 -1.557 0.02 -0.02 -0.01
C -4.496 -0.593 -1.112 -0.03 0.09 0.02
C -3.847 -1.541 -0.330 -0.04 0.04 -0.07
N -3.341 -1.287 0.863 0.07 -0.05 0.21
H -0.688 0.912 5.788 0.00 0.00 0.00
H -0.242 -1.035 4.304 0.00 -0.01 0.00
H -3.845 2.017 3.113 0.00 0.00 0.01
H -4.110 1.980 1.042 -0.01 0.01 -0.02
H -4.863 -0.848 -2.095 -0.01 0.01 0.01
H -3.718 -2.547 -0.712 0.01 0.00 0.01
C -2.707 4.775 0.271 0.03 0.01 -0.04
P -1.527 3.357 0.361 -0.05 0.02 0.01
C -1.366 3.011 -1.434 0.01 -0.01 0.00
C 0.034 4.316 0.621 -0.02 -0.02 0.01
C 1.253 3.430 0.888 -0.01 0.00 0.01
P 1.074 2.325 2.372 0.01 0.00 0.00
C 0.679 3.599 3.648 0.01 -0.01 -0.01
C 2.865 2.125 2.759 -0.01 0.01 0.00
H -2.348 5.560 -0.401 -0.01 0.01 0.01
H -2.860 5.199 1.266 0.00 0.00 0.00
H -3.671 4.421 -0.100 0.02 -0.01 0.01
H -1.319 3.935 -2.017 0.01 0.00 0.00
H -2.205 2.411 -1.787 -0.02 -0.02 -0.02
H -0.463 2.428 -1.625 -0.01 0.01 0.00
H -0.134 4.980 1.475 0.01 0.01 -0.01
H 0.211 4.956 -0.250 0.00 0.00 0.00
H 2.143 4.055 1.020 0.00 0.00 0.00
H 1.446 2.779 0.027 0.00 0.01 0.00
H 1.317 4.484 3.563 0.00 0.00 0.00
H 0.824 3.159 4.636 -0.01 0.00 0.01
H -0.367 3.902 3.576 0.00 0.00 0.00
H 3.367 3.090 2.871 0.01 0.00 0.00
H 3.352 1.563 1.961 -0.01 0.00 -0.01
H 2.980 1.554 3.682 0.00 0.00 0.00
C 3.119 -3.571 0.471 0.02 0.02 -0.02
Si 2.975 -1.790 1.077 -0.01 -0.03 0.00
C 1.873 -1.781 2.616 0.01 0.03 0.00
C 4.699 -1.369 1.755 -0.01 0.00 -0.01
C 2.355 -0.624 -0.175 -0.02 0.08 0.06
Si 3.106 -0.455 -1.829 0.03 -0.04 -0.04
C 5.002 -0.317 -1.838 -0.01 0.00 0.00
C 2.498 1.162 -2.595 0.02 0.02 0.00
C 2.704 -1.886 -2.982 0.01 0.01 0.02
H 3.495 -4.219 1.268 0.00 0.01 0.01
H 3.820 -3.634 -0.365 0.00 -0.01 -0.01
H 2.163 -3.972 0.134 -0.03 -0.01 -0.01
H 2.247 -2.451 3.396 0.01 0.00 0.00
H 0.844 -2.062 2.381 -0.02 -0.02 -0.02
H 1.843 -0.764 3.021 -0.01 -0.01 0.01
H 5.003 -2.064 2.545 -0.01 0.00 0.00
H 4.712 -0.360 2.176 0.01 0.00 0.01
H 5.452 -1.403 0.965 0.00 0.00 0.00
H 2.416 0.376 0.291 0.02 -0.01 -0.01
H 5.342 0.475 -1.165 0.00 0.00 0.00
H 5.382 -0.097 -2.841 0.00 0.00 0.00
H 5.463 -1.252 -1.506 0.00 -0.01 0.00
H 2.846 2.006 -1.991 -0.01 0.01 -0.01
H 1.406 1.199 -2.634 -0.02 -0.01 -0.01
H 2.869 1.311 -3.613 0.00 -0.01 0.00
H 2.984 -2.839 -2.522 0.01 -0.02 0.01
H 3.250 -1.800 -3.926 0.01 0.00 -0.01
H 1.634 -1.911 -3.205 0.03 0.01 0.00
F -2.040 -7.717 -0.457 0.03 0.01 0.05
C -1.089 -7.249 0.378 -0.02 -0.02 0.01
F -1.458 -7.592 1.625 0.02 0.01 -0.08
F 0.037 -7.933 0.095 -0.03 0.01 0.02
C -0.897 -5.767 0.219 0.00 -0.01 0.00
C -1.273 -4.884 1.214 0.00 0.00 -0.01
C -1.087 -3.525 0.986 -0.02 -0.05 0.01
N -0.557 -3.054 -0.139 0.01 0.02 0.11
C -0.202 -3.912 -1.093 0.02 0.02 -0.03
C -0.355 -5.281 -0.962 0.00 -0.01 0.00
H -1.701 -5.231 2.143 0.00 0.00 0.00
H -1.392 -2.786 1.719 0.02 0.01 -0.01
H 0.218 -3.477 -1.994 0.01 -0.01 0.01
H -0.053 -5.947 -1.759 0.00 0.00 0.00
Se -1.189 -1.354 -3.051 -0.08 0.05 0.03
C -1.492 0.243 -4.046 0.02 -0.02 -0.02
C -0.458 0.868 -4.753 -0.01 0.01 0.03
C -0.675 2.045 -5.454 0.00 0.00 0.00
C -1.935 2.629 -5.486 0.00 0.01 0.00
C -2.977 2.009 -4.809 0.00 0.01 0.00
C -2.757 0.836 -4.103 -0.02 0.02 0.02
H 0.525 0.417 -4.741 0.02 0.00 0.00
H 0.151 2.510 -5.982 0.00 0.00 0.00
H -2.103 3.549 -6.033 0.00 0.00 0.00
H -3.970 2.445 -4.822 0.00 0.00 0.00
H -3.577 0.364 -3.578 0.00 0.01 0.00
```
Forces are in eV/Å.

Löwdin atomic charge list, values in e, 5 entries: 0.545 0.730 -0.684 -0.122 -0.137

***

Record 2
Formula: C35H50ClFN13S
Source: the OMol25 dataset
Level of theory: ωB97M-V/def2-TZVPD

Calculated values
total energy = -82533.65995 eV
charge = +1

Geometry as XYZ:
```
101
Properties=species:S:1:pos:R:3:forces:R:3
C 2.879 -0.371 4.832 -0.42 -0.05 0.59
C 1.879 0.909 4.610 0.91 -1.10 -0.44
F 0.485 0.411 4.560 2.70 1.28 0.07
C 2.270 1.608 3.179 1.11 0.44 1.22
N 1.661 0.894 1.992 -5.60 2.92 -1.27
C 0.299 1.313 1.486 3.41 -4.54 -2.62
C -0.748 2.487 2.026 -0.88 -1.98 -0.01
C -1.712 2.960 0.787 0.59 0.16 -0.39
C -0.854 3.949 -0.202 -1.07 0.15 -0.44
C -0.032 3.182 -1.395 -0.80 0.69 -0.90
N 1.455 3.199 -1.109 -0.67 -1.01 1.06
N 0.051 0.379 0.321 2.50 0.17 2.37
C 1.177 -0.608 0.117 0.01 4.34 4.40
N 1.374 -1.639 -0.763 -0.72 0.46 0.03
C 2.568 -2.577 -0.810 2.25 0.36 1.41
C 2.621 -3.634 0.485 -0.85 -1.40 -1.66
C 2.274 -5.141 -0.121 -0.51 -0.22 0.32
Cl 4.373 -3.725 1.183 -1.98 0.65 -0.59
C 0.295 -1.874 -1.811 0.12 -0.46 -1.30
C -1.189 -2.213 -1.214 -1.48 0.08 -1.14
N -2.125 -1.006 -1.395 1.69 -0.05 0.64
N -1.216 -2.803 0.176 0.54 1.10 -0.76
N -1.780 -3.297 -2.140 -0.95 0.64 0.85
N 2.124 -0.160 1.204 -1.92 -0.42 -1.51
N 3.384 -0.579 1.595 5.56 2.83 -3.79
C 4.372 0.159 0.932 -0.11 0.80 1.56
S 5.627 1.214 0.412 -4.75 -4.26 1.87
H 2.691 -0.799 5.905 0.40 0.79 -2.06
H 2.704 -1.235 4.059 0.16 1.84 1.40
H 4.000 -0.042 4.751 -2.20 -0.46 0.19
H 2.008 1.697 5.486 -0.58 -1.70 -1.92
H 1.941 2.747 3.212 0.36 -2.60 -0.62
H 3.456 1.626 3.124 -2.62 -0.18 -0.05
H -1.459 1.924 2.802 1.81 1.05 -1.51
H -0.223 3.355 2.609 -0.75 -1.73 -1.42
H -2.650 3.511 1.232 2.00 -1.03 -0.79
H -2.126 2.035 0.161 0.99 1.90 1.57
H -1.651 4.661 -0.729 1.82 -1.46 1.22
H -0.118 4.614 0.449 -1.48 -1.29 -1.46
H -0.458 2.100 -1.650 0.81 2.24 0.93
H -0.202 3.816 -2.388 0.31 -1.33 2.08
H 1.590 3.321 -0.062 -0.05 -0.50 -1.87
H 1.904 2.302 -1.428 -0.62 1.27 0.69
H 3.554 -1.936 -0.717 -2.03 -1.22 -0.28
H 2.667 -3.171 -1.831 -0.79 1.48 2.27
H 1.820 -3.370 1.314 2.08 -0.30 -1.52
H 2.828 -6.012 0.465 -1.39 2.01 -1.06
H 2.571 -5.272 -1.249 -0.44 0.51 2.22
H 1.088 -5.265 -0.055 2.59 0.07 -0.14
H 0.616 -2.811 -2.473 -0.61 2.07 1.74
H 0.337 -0.946 -2.541 -0.52 -1.78 1.50
H -2.541 -0.708 -0.485 0.53 0.01 -1.08
H -1.603 -0.207 -1.863 -0.98 -1.30 1.34
H -1.582 -2.145 0.899 0.81 -0.71 -0.94
H -0.318 -3.256 0.452 -1.19 0.74 -0.28
H -2.468 -3.816 -1.524 1.18 0.75 -0.89
H -2.411 -2.824 -2.856 1.28 -0.54 1.28
N -4.930 4.377 -0.916 -0.87 0.04 0.39
C -5.976 3.969 -1.669 0.80 0.22 0.40
C -7.297 4.045 -1.258 -0.01 0.10 0.28
C -7.565 4.569 0.002 -0.01 -0.02 0.00
C -6.510 4.996 0.801 -0.15 -0.09 -0.15
C -5.222 4.882 0.302 0.21 -0.37 -0.84
H -5.715 3.565 -2.643 -0.06 0.03 0.06
H -8.098 3.705 -1.905 0.09 0.03 0.04
H -8.589 4.644 0.359 0.12 0.00 -0.04
H -6.686 5.408 1.788 0.03 -0.02 -0.09
H -4.365 5.205 0.886 -0.08 0.04 0.01
N 5.640 -7.830 0.134 0.31 -0.23 0.91
C 5.790 -6.899 1.101 -0.08 -0.56 -0.74
C 6.278 -7.176 2.369 0.04 -0.27 0.01
C 6.630 -8.488 2.666 0.01 -0.03 0.02
C 6.486 -9.470 1.691 0.03 0.23 0.19
C 5.993 -9.095 0.451 -0.28 0.78 -0.36
H 5.498 -5.891 0.822 0.13 -0.26 0.06
H 6.380 -6.388 3.106 -0.02 -0.05 -0.07
H 7.015 -8.744 3.649 -0.04 0.03 -0.12
H 6.751 -10.502 1.891 -0.03 0.10 -0.04
H 5.865 -9.824 -0.344 0.02 0.03 0.10
N -4.869 0.349 0.613 -0.79 0.04 0.35
C -5.914 -0.059 -0.140 0.77 0.22 0.33
C -7.236 0.018 0.271 0.00 0.13 0.28
C -7.504 0.541 1.531 -0.01 0.00 -0.02
C -6.448 0.968 2.330 -0.13 -0.06 -0.17
C -5.161 0.854 1.831 0.22 -0.31 -0.82
H -5.653 -0.463 -1.114 -0.04 0.02 0.06
H -8.036 -0.322 -0.377 0.10 0.02 0.05
H -8.527 0.616 1.888 0.13 -0.01 -0.04
H -6.624 1.380 3.317 0.04 -0.04 -0.09
H -4.303 1.177 2.415 -0.08 0.00 0.02
N 2.750 4.704 -6.973 -0.29 -0.19 1.02
C 2.401 5.722 -6.156 0.27 -0.62 -0.66
C 2.019 5.554 -4.835 0.01 -0.29 0.05
C 1.990 4.263 -4.317 -0.06 0.00 0.05
C 2.342 3.194 -5.134 -0.06 0.33 0.11
C 2.713 3.463 -6.442 0.08 0.78 -0.50
H 2.437 6.710 -6.607 -0.01 -0.06 0.06
H 1.752 6.409 -4.224 0.02 -0.07 -0.07
H 1.695 4.092 -3.286 0.15 0.08 -0.12
H 2.328 2.176 -4.761 0.01 0.04 -0.06
H 3.000 2.662 -7.118 -0.03 0.04 0.06
```
Forces are in eV/Å.

Löwdin atomic charge list, values in e, 5 entries: -0.077 -0.247 -0.095 -0.084 -0.020

***

Q: Among the records above, which one has the lowest charge?
A: C35H50Br2F3N3P2SeSi2Tl